DFT (ωB97M-V/def2-TZVPD) results for 2 unconnected molecules or ions with the total composition C3H10N2O3.

Calculated values
Frontier orbital gap: 10.06 eV
HOMO energy: -0.3445 hartree
SMILES: NC(=O)[C@@H](N)CO.O
Energy above the lowest of the compared OMol25 structures with the same formula, charge and spin: 12.5 kcal/mol
DFT total energy: -455.55171 Ha
LUMO level: 0.685 eV

Geometry as ORCA input:
```
! RIJCOSX wB97M-V def2-TZVPD def2/J DEFGRID3
* xyz 0 1
N -0.94312 1.05088 2.00813
C -0.23506 0.72157 0.77867
C 1.12968 -0.00056 1.01481
O 2.05964 0.39125 0.00979
C -1.05107 -0.17141 -0.13820
N -1.84100 -1.09679 0.44353
O -0.93664 -0.10397 -1.35208
H -0.58446 1.93331 2.34433
H -0.92714 0.37240 2.75511
H 0.05018 1.61247 0.22649
H 1.02704 -1.08394 0.99390
H 1.53059 0.41054 1.91238
H 2.06140 -0.24845 -0.71768
H -2.56379 -1.51989 -0.11328
H -2.00633 -1.01105 1.43071
H 0.71646 0.02228 -2.10846
H 0.98208 -1.39019 -2.65816
O 1.40240 -0.54125 -2.51994
*
```


DFT (ωB97M-V/def2-TZVPD) results for C4H3N3O in the gas phase.

Calculated values
Frontier orbital gap (alpha / beta): 5.59 / 5.58 eV
HOMO energy (alpha / beta): -0.3116 / -0.3116 hartree
Energy above the lowest of the compared OMol25 structures with the same formula, charge and spin: 104.3 kcal/mol
DFT total energy: -393.55313 Ha
LUMO level (alpha / beta): -2.893 / -2.899 eV

Geometry as ORCA input:
```
! RIJCOSX wB97M-V def2-TZVPD def2/J DEFGRID3
* xyz 0 1
C -0.12232 0.38998 -0.02605
C 1.19256 -0.03534 -0.02256
C -0.97810 -0.81778 -0.00275
C -0.82005 1.63938 -0.00680
N -0.12422 -1.83774 0.01122
N -2.01377 1.88650 0.01592
N 1.13961 -1.36846 -0.00200
O -2.20157 -0.76898 0.01101
H 2.11459 0.51336 -0.01845
H -0.07688 2.44089 0.00310
H 1.89013 -2.04179 0.03736
*
```